Run w
DFT (ωB97M-V with the def2-TZVPD basis set) results for a 3-piece molecular cluster, C4H13N2O2 overall.

As for the multiplicity: 1. Its HOMO energy is -12.3 eV. Its HOMO-LUMO gap is 3.73 eV. Its net charge is +1.

Geometry (Å):
H -5.71592 0.44827 0.61609
C -0.41082 -0.60576 0.61701
H 3.29767 -0.63259 -1.72806
H -1.11650 -0.72771 1.43138
H -4.73020 0.89520 -0.63428
H 3.64953 1.20533 -0.54472
H 1.39474 0.06160 -1.59405
C 2.38487 -0.32597 -1.17865
C 0.77768 -1.26105 0.73923
O 0.41468 2.24498 1.08429
N 2.91139 0.55087 -0.19371
H -5.64042 -0.42325 -0.82292
H 0.11636 3.15052 1.16859
H 2.57189 -2.14573 0.16411
H 1.02880 -1.63390 1.71436
H 1.25317 -2.30673 -1.16066
H -0.29553 1.73861 0.67158
C 1.79350 -1.59221 -0.33385
O -0.81569 0.20960 -0.30525
N -5.12899 0.10358 -0.12277
H 2.25981 1.04632 0.41229

=====

Run x
DFT (ωB97M-V with the def2-TZVPD basis set) results for a 2-piece molecular cluster, C4H13N2O2 overall.

As for the multiplicity: 1. Its HOMO energy is -13.5 eV. Its HOMO-LUMO gap is 10.01 eV. Its net charge is +1.

Geometry (Å):
C 0.83903 0.54221 1.02893
H -0.62263 1.80657 -1.89348
H -1.94096 -0.11230 -0.69565
H 0.03434 2.28883 1.48166
C -0.61441 1.42438 -0.86967
H 0.58353 -0.42463 -0.86464
N 0.01401 1.38121 1.91155
H -1.81896 0.87252 0.79711
H 0.07391 -1.54491 -3.26015
H 0.02592 -1.10342 2.23034
O -0.60392 -2.02849 -2.77919
C 0.76254 -0.93681 1.43645
H 1.53714 0.92628 -1.04980
N -1.81590 0.80331 -0.28140
O 1.36173 -1.82746 0.90641
H 0.29772 1.38796 2.89034
H -0.47023 2.48682 -0.46489
C 0.63776 0.63487 -0.49607
H -0.18036 -2.76337 -2.32531
H -2.59576 1.43787 -0.45431
H 1.94698 0.67419 1.15816

=====

Run y
DFT (ωB97M-V with the def2-TZVPD basis set) results for a 2-piece molecular cluster, C4H13N2O2 overall.

As for the multiplicity: 1. Its HOMO energy is -13.2 eV. Its HOMO-LUMO gap is 10.01 eV. Its net charge is +1.

Geometry (Å):
H 3.75594 0.86277 0.04320
O -2.87585 -2.54268 0.42992
N -1.49211 -0.15224 0.13051
H -1.32684 0.06143 -1.97046
H -2.38602 -0.66302 0.09924
C 1.54292 0.39918 -0.09804
H -0.89320 -0.45437 0.92056
O 2.71499 2.50556 -0.19850
H 0.75920 1.08653 1.66504
C 2.76236 1.30717 -0.08839
C 0.42725 0.90956 -0.98184
H -2.15365 -2.79156 1.00622
H 0.77175 1.25086 -1.96178
H -0.23964 -1.11152 -1.20900
C -0.67434 -0.13820 -1.12087
H 1.81080 -0.08248 1.87176
H 0.03639 1.83135 -0.55201
H -3.75289 -2.72493 0.78767
N 1.03290 0.18571 1.27186
H -1.73999 0.80670 0.40877
H 1.92002 -0.54582 -0.45385

=====

The structure with the greatest stability is run y.

=====

Run w
DFT (ωB97M-V with the def2-TZVPD basis set) results for one molecule with the formula C3H3F5N2O.

As for the multiplicity: 1. Its HOMO energy is -9.9 eV. The SMILES is CO/C(F)=N\C(F)(F)N(F)F. Its HOMO-LUMO gap is 10.62 eV. Its net charge is 0.

Geometry (Å):
H 1.96033 0.85308 2.49954
F -0.85077 -1.98554 -1.71637
N -1.89735 -1.10863 -1.70383
O 1.31986 0.35747 0.59775
H 2.03471 -0.82735 1.94723
F -0.41442 0.20660 -2.68422
H 3.10456 0.33498 1.24251
F -2.46461 -1.32366 -0.47329
N -0.81005 0.48408 -0.29210
F -2.31939 1.08872 -1.94875
C 2.18893 0.22030 1.70610
C -1.34356 0.19552 -1.76037
F -0.49053 0.93886 1.86454
C -0.01772 0.56558 0.72126

=====

Run x
DFT (ωB97M-V with the def2-TZVPD basis set) results for one molecule with the formula C3H3F5N2O.

As for the multiplicity: 1. Its HOMO energy is -11.0 eV. The SMILES is CO/C(=N\F)C(F)(F)N(F)F. Its HOMO-LUMO gap is 11.61 eV. Its net charge is 0.

Geometry (Å):
H 2.73439 -0.93585 -1.00285
O 0.91755 -0.40641 -0.59277
F 1.26568 1.84059 0.97715
N -1.81864 -1.07456 0.71455
H 2.41849 1.07977 -0.98353
F -2.07379 -0.31374 1.82946
C 0.02027 0.35816 -0.03576
H 2.57154 -0.07930 0.59242
F -1.45880 -0.84090 -1.47899
C 2.22658 -0.03082 -0.49364
C -1.45305 -0.13882 -0.30614
F -2.35219 0.85342 -0.42974
F -3.01990 -1.67204 0.50276
N 0.02185 1.36050 0.70708

=====

The structure with the greatest stability is run w.

=====

Run w
DFT (ωB97M-V with the def2-TZVPD basis set) results for one molecule with the formula C7H9NO2.

As for the multiplicity: 1. Its HOMO energy (spin up / spin down) is -8.1 / -8.7 eV. Its HOMO-LUMO gap (spin up / spin down) is 6.99 / 7.87 eV. Its net charge is 0.

Geometry (Å):
H 0.59278 3.36700 -0.00896
H -3.06967 1.02350 1.30453
H 0.87114 -2.15151 1.18194
H -0.02319 -2.23402 -1.63886
C -2.92450 0.71399 0.33245
H -3.64524 1.11633 -0.39651
O 2.43063 -0.04822 0.62566
H 1.87183 -2.44298 -0.15195
C 1.04178 -1.85219 0.14935
H -0.57427 -2.97033 -0.15200
H 0.50009 2.02401 0.90419
C -2.01764 -0.20105 0.04205
H 2.22054 2.59833 0.36202
C -0.28319 -2.12736 -0.60751
N 0.72970 0.34986 -0.83288
C 1.13198 2.47048 0.16762
C -1.05531 -0.90695 -0.32362
O 0.73773 1.67809 -0.95464
C 1.46479 -0.40696 -0.00287

=====

Run x
DFT (ωB97M-V with the def2-TZVPD basis set) results for a 2-piece molecular cluster, C7H9NO2 overall.

As for the multiplicity: 1. Its HOMO energy (spin up / spin down) is -8.0 / -7.6 eV. Its HOMO-LUMO gap (spin up / spin down) is 7.16 / 6.61 eV. Its net charge is 0.

Geometry (Å):
C -1.93744 -0.75574 0.73013
O -0.59155 -0.78434 3.24623
C -0.66342 -0.24403 0.29634
C 1.69052 0.69039 -1.03975
N 0.14314 -0.12505 2.51340
H 1.57459 0.56298 -2.14519
H 2.82780 1.11944 -0.83691
H 2.34073 -1.49159 -0.70188
H 1.09382 2.69106 -0.36830
C -0.41556 1.21909 0.09406
C 0.71926 1.59995 -0.45566
C 0.46610 -1.09384 0.05979
O 1.12879 0.57208 2.77815
H -2.82816 -0.09819 0.54078
H -1.17515 1.86070 0.45527
H -2.17059 -1.50644 0.08536
H 0.38073 -2.19048 0.45659
H -1.85266 -1.05106 1.75809
C 1.55407 -0.73220 -0.61931

=====

The structure with the greatest stability is run x.

=====

Run w
DFT (ωB97M-V with the def2-TZVPD basis set) results for a 2-piece molecular cluster, C4H7BrO overall.

As for the multiplicity: 1. Its HOMO energy is -7.7 eV. Its HOMO-LUMO gap is 8.31 eV. Its net charge is 0.

Geometry (Å):
H -1.88082 1.95188 -0.37828
H -1.77673 0.63642 -1.53909
Br 1.83753 0.74073 0.88456
C -1.89386 -0.04942 0.57782
H -0.43763 1.07275 -0.34930
O -1.79755 0.30520 1.77869
C -1.57790 0.92775 -0.58652
H 2.81172 -1.45853 0.92377
H 1.57915 -2.32910 -1.22072
C 2.15715 -0.98203 0.23107
H -1.34208 1.20584 1.98264
H 0.81055 -0.64921 -1.42922
C 1.51049 -1.37228 -0.87542

=====

Run x
DFT (ωB97M-V with the def2-TZVPD basis set) results for a 2-piece molecular cluster, C4H7BrO overall.

As for the multiplicity: 1. Its HOMO energy (spin up / spin down) is -7.0 / -8.2 eV. Its HOMO-LUMO gap (spin up / spin down) is 6.73 / 8.36 eV. Its net charge is 0.

Geometry (Å):
C -1.59914 -0.71699 0.33062
H 2.13433 0.11558 2.25686
H -0.58726 1.35561 -2.21804
C -1.53435 0.34637 -0.49522
C -0.45709 0.57756 -1.38336
O -0.55973 -1.53489 0.55444
H -2.57325 -0.98461 0.81911
H 0.13503 -1.08847 0.04917
Br 1.69040 1.45381 0.14925
H 0.32683 -0.15533 -1.51438
H -2.31307 1.04632 -0.44964
C 2.40862 0.13661 1.18590
H 2.92870 -0.55158 0.71530

=====

Run y
DFT (ωB97M-V with the def2-TZVPD basis set) results for a 2-piece molecular cluster, C4H7BrO overall.

As for the multiplicity: 1. Its HOMO energy is -8.6 eV. Its HOMO-LUMO gap is 9.26 eV. Its net charge is 0.

Geometry (Å):
O -1.81973 -0.82975 0.20278
C 2.09049 -1.30582 -0.97287
C -1.71560 1.48622 0.33636
H -1.05744 1.78271 -0.33330
H 0.98820 -0.79002 0.87063
H -1.60037 2.26839 1.13815
H -2.78022 1.41706 0.13802
H 1.43157 -1.73636 -1.75012
C 1.80010 -0.79780 0.19086
Br 3.40230 0.03983 1.07840
H -2.57668 -0.51451 -0.31423
H 3.11265 -1.13443 -1.41761
C -1.27527 0.11449 0.83293

=====

The structure with the greatest stability is run y.

=====

Run w
DFT (ωB97M-V with the def2-TZVPD basis set) results for one molecule with the formula C22H30N4O3S.

As for the multiplicity: 1. Its HOMO energy is -8.2 eV. The SMILES is Cc1ccc(S(=O)(=O)Nc2cc(C(=O)NCCN(C)C)ccc2N2CCCC2)cc1. Its HOMO-LUMO gap is 8.75 eV. Its net charge is 0.

Geometry (Å):
H -4.40645 2.39092 -1.87879
O 1.38917 2.08987 2.28907
H 4.64776 1.82945 1.01443
C -0.68884 -0.44100 3.31280
C -5.46327 0.59935 -2.49474
H -2.93705 1.43994 -3.77280
C -0.99277 0.04691 -1.15515
H -1.63872 0.75638 4.81685
H 3.64917 1.26262 2.37121
H 1.38287 -2.26705 1.33482
C -1.84660 -1.31341 1.38386
N 2.66367 1.36958 0.56586
C -0.64306 0.44947 4.50935
H -0.06502 1.33609 4.24526
C -4.46384 1.32952 -1.59019
C 0.19716 0.36563 -0.52537
H 2.68195 0.99493 -0.37224
O 0.84093 -2.71529 -1.02572
H -5.93649 -0.21702 -1.95134
C 4.19398 -1.86741 -0.83312
C 0.29950 1.51012 0.25994
H -2.42141 -0.24778 -3.60327
C -1.93393 2.11932 -0.38510
C -0.79155 2.36315 0.35417
H -4.90735 0.45635 -4.61414
C 1.48786 1.69569 1.13807
S -0.54575 -2.51699 -0.72090
H -2.76448 -0.12093 2.89783
C -3.17567 0.47486 -3.29657
C 0.47058 -1.08633 2.89049
N -3.22368 0.62784 -1.84890
C -2.06010 0.96668 -1.15834
N 4.48473 -0.51188 -0.40417
H -6.24453 1.27121 -2.84455
H 4.83298 -2.61583 -0.34114
H 1.37176 -0.99066 3.47709
H 5.24166 -0.54576 1.59044
H -2.74115 -1.41351 0.78849
N -1.14840 -1.24588 -1.67150
H 3.14922 -2.10780 -0.63932
H 6.60476 -0.70948 -0.44977
C 3.87117 1.11754 1.31193
H -2.75399 2.81795 -0.33248
H -4.72109 1.26461 -0.53230
H -4.67890 -1.03426 -3.70195
H 5.82798 -0.14065 -1.94476
H 5.96664 0.94555 -0.55988
C -0.66576 -1.88080 0.94811
H 3.53537 -0.99666 1.37920
H 1.00197 -0.34976 -0.58367
C -4.60441 0.05093 -3.65074
H -2.10615 -1.45584 -1.91668
H -0.14395 -0.03966 5.34303
H -0.72883 3.22597 0.99868
C 4.31975 -0.32170 1.02992
C -1.85255 -0.59507 2.56667
H 4.35442 -1.93459 -1.90784
C 5.79286 -0.08665 -0.85772
C 0.48631 -1.79600 1.70642
O -1.45043 -3.60280 -0.95887

=====

Run x
DFT (ωB97M-V with the def2-TZVPD basis set) results for one molecule with the formula C22H30N4O3S.

As for the multiplicity: 1. Its HOMO energy is -8.3 eV. The SMILES is Cc1c(C(=O)N2CCC(C)CC2)sc2ncn(CC(=O)N3CCC(C)CC3)c(=O)c12. Its HOMO-LUMO gap is 8.73 eV. Its net charge is 0.

Geometry (Å):
H -5.46978 -1.07153 2.11061
N -0.33583 -3.77223 -0.07841
C -5.17358 1.00974 1.56721
H -6.55753 2.08018 0.31877
O -3.87849 -2.36666 1.15014
C 2.19068 -1.11811 0.90951
C 1.06411 -0.46618 0.50141
H -5.59271 1.41050 2.49117
H -6.66125 -0.00464 -1.07171
H -5.05755 3.98664 -0.20436
O 3.30847 0.14987 2.54836
C 6.27268 1.02369 0.55641
O -1.78266 0.00164 -0.56409
H 3.77802 -1.61769 -0.81115
H 7.20523 1.41780 0.96250
H 4.39583 0.69352 -1.42282
C -5.56728 -0.07756 -1.06499
H -4.09216 0.92382 1.69090
H 6.54948 -0.91574 1.47610
C 3.39931 -0.49150 1.51629
N -5.20178 -0.90106 0.06599
H -5.19471 3.76527 1.54135
H -2.17157 -4.32373 -0.74819
S 2.04057 -2.85996 0.83770
H -5.22349 1.93903 -1.75607
C 0.91980 1.01620 0.46382
C 6.91491 1.70681 -1.78277
H 7.25801 -0.21532 -0.89466
N -1.99396 -2.25493 -0.73791
H -5.26442 -0.54147 -2.00248
H -0.12073 1.28555 0.62185
H 5.30873 -0.46596 -2.39776
C 6.47665 0.55384 -0.88515
N 4.57375 -0.70532 0.88585
C 4.72215 -1.20221 -0.46072
C -5.74620 -0.38465 1.31006
H 5.47338 -2.00055 -0.45609
C 0.43826 -2.71022 0.21697
C -1.51364 -3.49760 -0.51868
C -4.82868 3.31629 0.62101
H -3.74288 -2.92244 -1.65753
H -3.36108 -1.17393 -1.81768
H 1.21830 1.39850 -0.51315
H 6.16175 2.49175 -1.78821
H 1.54304 1.47284 1.22795
H -6.83670 -0.34646 1.22651
C -4.17870 -1.76990 0.13395
C -5.47061 1.95109 0.39679
H -3.74836 3.21551 0.69227
C -4.95990 1.31649 -0.89965
C 5.17465 -0.07181 -1.38915
H 5.56299 0.21456 2.44091
H 7.05987 1.36317 -2.80442
C 5.78631 -0.13085 1.43034
H -3.87246 1.22774 -0.85486
H 7.85009 2.13246 -1.42698
C -3.36168 -2.03478 -1.14961
C 0.05440 -1.38001 0.07781
C -1.26943 -1.09187 -0.40821
H 5.52836 1.82237 0.57695

=====

The structure with the greatest stability is run x.

=====

Run w
DFT (ωB97M-V with the def2-TZVPD basis set) results for C6H13N3 as an isolated structure.

As for the multiplicity: 1. Its HOMO energy is -6.9 eV. Its HOMO-LUMO gap is 7.60 eV. Its net charge is 0.

Geometry (Å):
N -0.86624 -1.54549 1.62239
H -0.46817 -2.35096 2.11220
H 1.16375 -1.17583 -0.14140
H 0.95571 -2.92068 0.12264
H 1.56151 1.51925 -2.23825
N -1.81778 0.57139 -1.16504
C -0.89731 -1.74880 0.13796
H 1.21322 3.17995 -1.75555
H -1.55227 -2.59901 -0.08870
H -1.82060 -1.45256 1.96317
C 0.53531 1.35287 0.80833
H -0.24260 -0.42900 1.85616
N 0.32558 0.79835 1.95037
H -1.14924 2.51460 -1.72737
H -0.00799 1.44411 2.66212
C 1.50999 2.19615 -1.38146
C -1.12759 1.54815 -1.23398
H 0.50097 -2.17778 -1.42083
C 0.51218 1.70151 -0.39699
C 0.51431 -2.03019 -0.34215
H 2.50698 2.27946 -0.94815
H -1.34971 -0.67549 -0.39549

=====

Run x
DFT (ωB97M-V with the def2-TZVPD basis set) results for one molecule with the formula C6H13N3.

As for the multiplicity: 1. Its HOMO energy is -8.4 eV. The SMILES is C/N=C\NN1CC(C)C1. Its HOMO-LUMO gap is 9.22 eV. Its net charge is 0.

Geometry (Å):
C 2.26938 -0.40631 -0.13416
H 3.62124 1.03358 1.00920
C -2.25008 -0.78480 -0.57860
N -1.18443 -0.20175 -0.02539
H -5.20213 0.60940 0.46095
H 0.84826 -0.44189 1.67864
H -3.60522 0.58535 1.57670
H 0.93824 1.48727 -0.41963
H 2.18333 -1.31059 -0.79899
H 3.99549 0.68975 -0.81650
N 0.08725 -0.48096 -0.32687
C -3.98183 0.61211 0.51538
H 1.28837 -1.95650 0.80585
H 0.71205 0.79718 -2.03582
C 1.04875 0.57858 -0.89722
H -1.30922 0.51050 0.61359
H -2.02323 -1.45227 -1.39668
H -3.32715 1.45583 -0.10732
H 4.64265 -0.26818 0.40287
C 1.08011 -0.92166 0.74260
C 3.66340 0.34896 0.14263
N -3.49525 -0.48361 -0.41121

=====

Run y
DFT (ωB97M-V with the def2-TZVPD basis set) results for a 2-piece molecular cluster, C6H13N3 overall.

As for the multiplicity: 1. Its HOMO energy is -8.0 eV. The SMILES is CN(C)C#N.C/C=C/N. Its HOMO-LUMO gap is 8.76 eV. Its net charge is 0.

Geometry (Å):
H -3.69654 -0.39223 -0.75364
H 1.44932 -1.01854 -2.30078
C 1.90887 -0.53542 0.83114
C 1.65304 -0.21299 -0.48519
N -1.73532 0.15567 -0.06153
H 1.68500 0.84982 -0.71160
H -2.82466 1.87982 -0.73392
H 2.46698 0.16983 2.79311
H 2.22139 -1.99195 -1.27655
H -2.70266 -1.70686 -0.24729
C 2.69570 0.35233 1.74134
N 2.13342 -1.01959 -1.54905
H -3.44061 -0.54547 0.95310
C -0.83184 -0.17781 -1.06410
H -1.18983 2.18735 -0.15788
H 2.14213 -1.58071 1.01785
C -2.94267 -0.67243 -0.00992
H 2.55402 1.40302 1.49481
C -2.07471 1.57595 0.00492
N -0.68251 -0.65391 -2.12406
H 3.76860 0.14399 1.67794
H -2.55711 1.79010 0.96126

=====

The structure with the greatest stability is run y.